Formula: C3H7N3O2
Source: the OMol25 dataset
Level of theory: ωB97M-V/def2-TZVPD

Last columns: bonded neighbours and bond lengths (Å).
Atoms and positions in Å:
1 C 0.36743 0.50200 0.83312  C2 1.638, N4 1.502, H9 1.061, H10 1.123
2 C 0.17983 -0.06834 -0.69120  C1 1.638, C3 1.518, N5 1.450, H11 1.045
3 C -0.31223 -1.32141 0.01064  C2 1.518, N4 1.303, H12 1.113
4 N -0.36168 -0.76231 1.18609  C1 1.502, C3 1.303, H13 0.953
5 N -0.50171 0.81191 -1.62023  C2 1.450, H14 1.027, H15 1.017
6 N 1.43722 -2.72680 0.47127  O7 1.199, O8 1.191
7 O 1.62423 -2.51783 1.63690  N6 1.199
8 O 2.01874 -3.45578 -0.27024  N6 1.191
9 H 1.35328 0.74354 1.14115  C1 1.061
10 H -0.35556 1.34690 0.98904  C1 1.123
11 H 1.02617 -0.49861 -1.12751  C2 1.045
12 H -1.00127 -2.02768 -0.50515  C3 1.113
13 H -0.23799 -1.13521 2.05471  N4 0.953
14 H -1.35732 1.26930 -1.28300  N5 1.027
15 H -0.64918 0.33469 -2.50606  N5 1.017

Values from the calculation:
E_HOMO (alpha / beta)   -7.982 / -7.983 eV
Energy relative to the best compared isomer or geometry (same formula, charge and spin)   167.0 kcal per mole
F_max   4.37 eV Å⁻¹
HOMO-LUMO gap (alpha / beta)   8.339 / 8.340 eV